The molecule C6H17N3, computed with ωB97M-V/def2-TZVPD.

The SMILES is CC(C)(N)[C@@H](N)CCN. The value obtained for the lowest unoccupied orbital energy is 0.935 eV. The calculation puts the HOMO energy at -8.85 eV.

```
26
Properties=species:S:1:pos:R:3:lowdin_charge:R:1
C -1.285 0.307 0.094 -0.550
C 0.381 0.314 0.102 -0.340
C 0.917 -1.104 -0.061 -0.167
C 2.497 -1.168 -0.307 -0.276
C -1.876 -0.029 1.473 -0.059
C -1.753 1.713 -0.318 -0.075
N -1.836 -0.645 -0.882 0.043
N 0.916 0.974 1.289 0.047
N 2.903 -0.659 -1.608 -0.018
H 0.683 0.905 -0.769 0.122
H -1.693 -0.325 -1.840 0.079
H -2.844 -0.740 -0.776 0.074
H 0.764 0.396 2.116 0.076
H 1.912 1.161 1.203 0.068
H 2.407 -1.156 -2.347 0.067
H 2.652 0.323 -1.706 0.055
H 0.686 -1.715 0.819 0.105
H 0.466 -1.598 -0.927 0.093
H 3.048 -0.641 0.477 0.091
H 2.798 -2.219 -0.239 0.100
H -1.608 0.726 2.221 0.078
H -1.538 -1.006 1.834 0.078
H -2.974 -0.050 1.445 0.081
H -2.848 1.787 -0.345 0.079
H -1.385 2.479 0.373 0.077
H -1.390 1.971 -1.321 0.075
```


A 2-piece molecular cluster, C6H17N3 overall, computed with ωB97M-V/def2-TZVPD.

The SMILES is [H]/N=C(\C)CCN(C)C.N. The value obtained for the lowest unoccupied orbital energy is 1.013 eV. The calculation puts the HOMO energy at -8.57 eV.

```
26
Properties=species:S:1:pos:R:3:lowdin_charge:R:1
C 0.823 1.643 -0.682 -0.479
C -0.014 -0.457 0.511 -0.241
C 0.910 0.145 -0.548 -0.152
C 1.034 -2.639 0.429 -0.111
C -1.196 -2.401 1.238 -0.117
C 0.616 2.438 0.575 -0.046
N -0.202 -1.889 0.317 -0.285
N 1.130 2.137 -1.817 0.100
N -1.828 1.686 -1.432 0.041
H 1.192 3.154 -1.827 0.050
H -1.045 1.894 -2.072 0.012
H -2.539 2.390 -1.565 0.016
H -2.217 0.778 -1.677 0.028
H -0.997 0.010 0.421 0.099
H 0.379 -0.244 1.522 0.121
H 0.691 -0.296 -1.521 0.120
H 1.952 -0.088 -0.310 0.119
H 1.720 -2.344 -0.362 0.074
H 0.815 -3.699 0.309 0.082
H 1.531 -2.496 1.403 0.091
H -0.891 -2.304 2.294 0.086
H -1.375 -3.454 1.024 0.080
H -2.130 -1.857 1.099 0.081
H 1.234 2.055 1.388 0.081
H -0.430 2.348 0.869 0.074
H 0.837 3.490 0.414 0.075
```


A 2-piece molecular cluster, C6H17N3 overall, computed with ωB97M-V/def2-TZVPD.

The SMILES is C[C@@H](N)C(N)N.C=CC. The value obtained for the lowest unoccupied orbital energy is 0.961 eV. The calculation puts the HOMO energy at -7.79 eV.

```
26
Properties=species:S:1:pos:R:3:lowdin_charge:R:1
C 1.725 -0.224 -1.461 -0.262
C 2.111 0.545 -0.400 -0.069
C 1.940 -1.707 -1.521 -0.111
H 1.507 0.258 -2.408 0.100
H -0.167 -0.365 -0.891 0.100
H 2.303 1.601 -0.547 0.072
H 2.713 0.101 0.384 0.081
H 0.748 0.660 0.603 0.102
H 1.084 -2.210 -1.975 0.068
H 2.076 -2.125 -0.524 0.076
H 2.821 -1.951 -2.125 0.077
C -0.902 1.838 1.497 -0.073
C -1.058 -0.126 -0.202 -0.464
C -0.416 0.472 1.044 -0.441
N -1.686 -1.407 0.085 0.037
N -1.913 0.749 -0.992 0.051
N -0.272 -0.426 2.149 0.030
H -2.595 -1.254 0.512 0.075
H -1.848 -1.902 -0.784 0.070
H -1.371 1.374 -1.576 0.069
H -2.541 1.300 -0.419 0.059
H -0.165 -1.388 1.851 0.064
H -1.022 -0.358 2.825 0.069
H -0.831 2.575 0.700 0.070
H -0.300 2.171 2.341 0.077
H -1.940 1.798 1.836 0.074
```


A 2-piece molecular cluster, C6H17N4 overall, computed with ωB97M-V/def2-TZVPD.

The total charge is +1. The value obtained for the lowest unoccupied orbital energy is -2.634 eV. The calculation puts the HOMO energy at -12.43 eV.

```
27
Properties=species:S:1:pos:R:3:lowdin_charge:R:1
C 2.154 -0.381 -0.499 -0.055
C -1.911 -1.107 0.435 -0.007
C -1.586 1.475 0.559 0.005
C 1.398 -2.157 0.986 -0.001
C 1.640 2.007 0.296 -0.012
C -1.015 0.118 0.197 -0.308
N 0.983 -1.251 -0.119 -0.118
N 1.213 0.798 -0.467 -0.046
N -1.557 0.062 -1.841 0.065
N 0.250 -0.138 0.017 -0.103
H 2.852 -0.378 0.306 0.107
H 2.442 -0.608 -1.598 0.159
H -1.545 -2.053 0.080 0.076
H -2.187 -1.241 1.448 0.078
H -2.783 -0.798 -0.204 0.100
H -2.531 1.748 0.056 0.104
H -0.854 2.204 0.462 0.028
H -1.926 1.485 1.698 0.154
H 2.332 -2.482 0.667 0.070
H 1.406 -1.547 1.970 0.131
H 0.550 -2.832 1.027 0.078
H 1.136 2.088 1.181 0.053
H 2.680 1.918 0.540 0.087
H 1.483 2.862 -0.338 0.091
H -1.436 0.992 -2.290 0.098
H -2.384 -0.289 -2.381 0.109
H -0.806 -0.495 -2.188 0.058
```


C6H17N5 as an isolated structure, computed with ωB97M-V/def2-TZVPD.

The total charge is +2. The value obtained for the lowest unoccupied orbital energy is -6.147 eV. The calculation puts the HOMO energy at -17.07 eV.

```
28
Properties=species:S:1:pos:R:3:lowdin_charge:R:1
C 0.318 -1.815 -1.393 -0.227
C 0.620 0.077 -0.880 -0.128
C -0.673 0.615 0.945 -0.250
C -1.383 -0.597 1.528 0.011
C -1.302 1.600 -1.279 0.002
C 1.326 1.920 1.761 0.052
N 1.471 0.013 0.258 0.094
N -0.593 0.603 -0.492 -0.141
N 1.340 -2.597 -1.550 0.204
N -0.930 -2.113 -1.578 0.203
N 0.797 0.597 1.373 -0.074
H 1.047 0.432 -1.811 0.164
H -1.147 1.538 1.298 0.174
H -0.893 -1.525 1.244 0.088
H -2.408 -0.620 1.165 0.107
H -1.433 -0.531 2.613 0.104
H -0.857 2.595 -1.190 0.105
H -1.291 1.305 -2.326 0.108
H -2.337 1.645 -0.948 0.108
H 2.381 1.843 2.024 0.121
H 1.213 2.625 0.937 0.121
H 0.785 2.297 2.630 0.127
H 2.415 0.367 0.132 0.164
H 2.282 -2.262 -1.418 0.133
H 1.246 -3.556 -1.878 0.153
H -1.642 -1.405 -1.447 0.122
H -1.244 -3.022 -1.906 0.154
H 0.891 -0.029 2.188 0.202
```


A 2-piece molecular cluster, C6H17NO overall, computed with ωB97M-V/def2-TZVPD.

The total charge is -1. Its expectation value of S² is 0.75. The value obtained for the lowest unoccupied orbital energy (alpha / beta) is 3.415 / 3.314 eV. The spin multiplicity is 2. The calculation puts the HOMO energy (alpha / beta) at 1.22 / -5.05 eV.

```
25
Properties=species:S:1:pos:R:3:mulliken_spin:R:1
C 0.569 1.323 -2.143 -0.044
C 2.028 1.655 -1.924 0.344
C 0.197 -0.048 -1.605 0.716
N 0.025 -0.092 -0.169 -0.378
C -1.192 -0.687 0.337 0.735
C -1.319 -0.509 1.848 0.444
C -1.412 0.959 2.244 0.068
H -0.058 2.087 -1.679 0.011
H 0.258 1.408 -3.191 -0.144
H 2.375 2.553 -2.440 -0.044
H 2.297 1.815 -0.873 -0.035
H 2.687 0.847 -2.223 -0.126
H 0.893 -0.818 -1.944 -0.321
H -0.748 -0.381 -2.059 0.030
H 0.350 0.707 0.344 0.128
H -1.180 -1.744 0.077 -0.544
H -2.104 -0.213 -0.075 0.005
H -2.244 -1.005 2.117 -0.028
H -0.538 -1.046 2.384 -0.183
H -1.819 1.083 3.247 -0.086
H -2.108 1.452 1.558 -0.022
H -0.453 1.479 2.231 0.011
H 0.964 -4.305 1.587 -0.498
H 1.437 -3.180 0.725 -0.109
O 1.097 -3.338 1.629 1.070
```


Summary of molecular weight in g mol⁻¹
131.223, 131.223, 131.223, 145.230, 159.237, 119.208
(order as listed above)
Summary of max |F| in hartree/bohr
0.0353, 0.0285, 0.0592, 0.1081, 0.0676, 0.0173
(order as listed above)